Record 1
29
Properties=species:S:1:pos:R:3 method="wB97M-V/def2-TZVPD" gap_ev=7.921 spin_multiplicity=1 charge=-1 e_lumo_ev=2.649
O -1.57 -1.07 1.18
O -1.16 1.81 -2.27
O 0.81 -0.91 -1.30
C 2.01 -1.67 -1.55
C -1.31 -2.39 1.68
C -2.29 2.52 -2.12
B 1.65 -0.55 2.22
B 0.46 2.12 0.16
Li 0.35 0.00 0.57
H -2.40 -1.22 0.71
H 2.43 -1.84 -0.55
H 1.10 0.36 2.35
H -3.06 2.04 -1.51
H 1.42 -1.05 1.29
H -2.82 2.64 -3.06
H 0.40 -1.12 -2.14
H 2.71 -0.34 2.20
H -0.36 1.45 -0.05
H 2.62 -1.17 -2.30
H 0.60 2.22 1.23
H 1.37 1.68 -0.22
H 0.30 3.09 -0.29
H -0.23 -2.57 1.66
H -2.09 3.43 -1.55
H -0.65 1.89 -1.45
H 1.65 -2.54 -2.08
H 1.57 -1.18 3.09
H -1.60 -2.36 2.73
H -1.92 -3.24 1.37

***

Record 2
58
Properties=species:S:1:pos:R:3 method="wB97M-V/def2-TZVPD" gap_ev=8.331 spin_multiplicity=1 charge=-1 relative_energy_kcal_mol=186.4 e_lumo_ev=0.720
O -2.38 2.78 0.02
O -0.59 -1.15 -5.73
O -0.78 -3.01 -1.87
O 0.17 -1.40 3.83
O -4.13 -0.03 -3.90
O -3.23 -4.41 -2.52
O 0.01 1.55 2.60
O 4.28 -0.32 -0.46
O -2.24 1.28 4.32
O 0.04 -1.75 -0.41
O 4.79 3.51 0.55
O -2.05 -0.77 -2.82
O 0.89 -4.75 -0.34
O 0.10 4.11 0.51
O 1.19 -3.15 2.01
O -0.17 -3.83 -4.69
O 2.35 3.62 4.32
O -0.86 0.25 -1.32
O -3.42 0.84 1.70
O -0.53 0.09 1.12
O 2.44 1.65 1.21
O 1.40 0.34 -0.15
O 2.42 4.53 1.73
C 1.49 1.05 0.91
C -0.49 -1.86 -1.53
C 0.35 0.86 1.61
C -1.19 -0.73 -1.87
B 0.02 -0.28 -0.21
H 0.33 -4.22 -0.83
H 2.37 4.57 2.68
H 0.70 -4.00 -4.71
H 2.01 2.77 4.01
H 3.41 0.17 -0.24
H -1.45 1.38 3.73
H -2.81 3.61 0.00
H 4.91 2.77 0.07
H -2.82 1.37 1.13
H -2.34 -4.00 -2.06
H -2.43 2.70 -0.92
H -0.71 3.63 0.62
H 0.57 -2.17 3.46
H 0.82 -5.70 -0.43
H -2.76 -5.36 -2.36
H -3.39 -0.35 -3.31
H 4.45 -0.66 0.47
H -0.23 -2.01 -5.50
H 1.40 4.48 1.32
H -4.02 1.50 1.84
H 2.23 -2.97 1.99
H 2.93 3.53 5.14
H 0.45 4.21 -0.43
H -2.87 1.00 3.68
H 3.84 3.42 0.71
H -0.54 -3.55 -3.80
H -0.70 -0.73 -4.87
H 0.99 -3.63 1.33
H -0.42 -0.79 3.33
H -3.81 0.06 -4.68

***

Record 3
25
Properties=species:S:1:pos:R:3 method="wB97M-V/def2-TZVPD" gap_ev=5.743 spin_multiplicity=1 charge=0 relative_energy_kcal_mol=95.4 e_lumo_ev=-0.321
Si 0.17 -1.33 -0.32
Si -0.32 1.98 -0.20
O -0.63 2.15 1.36
C 0.75 -2.09 -1.99
C -0.28 1.35 2.47
C -1.60 3.11 -1.03
C 1.46 -1.77 1.01
C -1.50 -1.20 0.29
C 0.79 0.71 -0.87
H 2.17 -0.97 1.22
H 0.12 -1.74 -2.80
H 0.96 -2.00 1.95
H 1.78 -1.85 -2.25
H 2.04 -2.65 0.74
H 0.85 0.72 -1.96
H -2.26 3.58 -0.30
H 0.75 1.54 2.76
H -1.78 -1.66 1.23
H -0.95 1.62 3.29
H 1.81 0.78 -0.48
H -2.21 2.52 -1.71
H 0.66 -3.17 -1.96
H -0.41 0.30 2.21
H -1.12 3.89 -1.62
H -2.34 -1.08 -0.38

***

Record 4
45
Properties=species:S:1:pos:R:3 method="wB97M-V/def2-TZVPD" smiles="COc1ccc(C2=C[C@@H](Oc3ccc([N+](=O)[O-])cc3)c3ccccc3O2)cc1" gap_ev=7.692 spin_multiplicity=1 charge=0 e_lumo_ev=-0.505
O -2.99 -2.05 -0.20
O -8.05 4.64 7.88
O -1.90 3.23 7.90
O -3.61 -0.05 -0.84
O -0.89 1.42 4.53
N -2.95 -0.81 -0.09
C -5.71 4.57 8.66
C -2.16 -0.18 0.93
C -2.86 2.66 7.09
C -8.32 5.69 8.84
C -4.44 4.07 8.44
C -2.52 1.69 6.20
C -0.16 1.82 6.95
C -6.58 3.15 6.85
C -1.46 0.89 3.46
C -1.63 -0.97 1.93
C -0.59 2.75 7.90
C -6.78 4.16 7.82
C -1.36 -0.48 3.19
C -2.28 1.19 1.18
C 0.20 3.24 8.92
C 1.15 1.33 7.09
C -1.17 1.15 6.02
C -2.00 1.71 2.42
C -4.22 3.15 7.38
C -5.31 2.64 6.65
C 1.96 1.76 8.14
C 1.48 2.70 9.07
H -7.35 2.76 6.18
H -7.70 6.60 8.65
H -1.22 0.08 6.05
H -8.14 5.35 9.88
H -0.22 4.00 9.57
H -3.32 1.23 5.57
H -5.83 5.33 9.41
H -5.08 1.90 5.89
H 2.07 2.99 9.94
H 1.54 0.65 6.33
H -2.67 1.79 0.38
H -1.44 -2.01 1.76
H -3.64 4.46 9.08
H -2.09 2.79 2.53
H -9.38 5.96 8.74
H 3.00 1.37 8.26
H -0.87 -1.12 3.91

***

Record 5
17
Properties=species:S:1:pos:R:3 method="wB97M-V/def2-TZVPD" gap_ev="3.150 / 8.271" spin_multiplicity=2 charge=0 relative_energy_kcal_mol=63.4 e_lumo_ev="0.607 / 0.562"
N -1.89 0.21 1.32
N -1.06 0.30 -1.33
C -0.06 0.05 -0.25
C 2.36 -0.47 0.23
C -0.55 -0.05 0.97
C 1.31 -0.13 -0.82
H -0.97 1.27 -1.74
H 1.51 0.74 -1.42
H -2.03 0.09 -1.07
H 1.23 -0.93 -1.56
H 3.23 -0.90 -0.25
H -2.18 -0.24 2.18
H -2.09 1.20 1.40
H 2.71 0.46 0.68
H -0.77 -0.37 -2.08
H 1.99 -1.18 0.97
H 0.13 -0.26 1.79

***

Record 6
29
Properties=species:S:1:pos:R:3 method="wB97M-V/def2-TZVPD" gap_ev=7.786 spin_multiplicity=1 charge=+1 relative_energy_kcal_mol=119.7 e_lumo_ev=-4.334
P -7.14 -0.08 0.80
O -1.97 1.60 -1.18
O -2.23 3.29 0.53
N -4.21 0.81 -1.03
C -6.93 -1.62 1.32
C -5.53 0.45 -0.96
C 0.26 0.71 0.36
C 2.63 -0.01 -0.28
C 3.21 1.34 -0.83
C -1.50 2.41 0.37
C 1.55 0.12 0.82
C -3.09 1.16 -1.30
C -0.31 1.83 0.82
C 3.69 -0.96 0.30
H 1.91 -0.47 -1.00
H -0.29 0.07 -0.35
H 4.35 -1.26 -0.50
H 3.19 -1.91 0.64
H -7.75 -2.13 1.94
H 3.81 1.13 -1.67
H -6.05 -2.37 1.14
H -5.60 -0.38 -1.52
H 1.26 -0.87 1.28
H 3.78 1.93 -0.06
H 0.16 2.27 1.72
H 1.85 0.72 1.61
H 4.28 -0.52 1.17
H 2.34 1.91 -1.16
H -6.26 1.22 -1.23

***

Record 7
75
Properties=species:S:1:pos:R:3 method="wB97M-V/def2-TZVPD" gap_ev=7.959 spin_multiplicity=1 charge=+2 relative_energy_kcal_mol=0.0 e_lumo_ev=-5.677
Lu 0.20 -0.27 0.40
P 0.17 1.75 2.25
P 2.82 0.25 0.33
O -0.39 0.07 -1.39
N -2.37 -3.61 -0.64
N -1.01 -2.17 0.25
C 5.96 -0.29 -2.20
C 3.85 0.19 -1.14
C -1.10 -3.28 1.09
C -0.73 3.38 0.22
C -1.05 4.59 -0.38
C 2.08 -3.05 2.67
C -1.42 0.01 3.65
C 2.26 -4.10 1.79
C -2.73 0.04 -4.18
C -3.45 -1.12 -3.93
C 2.65 -1.48 0.90
C -2.31 -0.40 4.64
C -1.71 0.42 -3.33
C 3.32 0.60 -2.36
C 2.59 -3.86 0.46
C -0.32 5.76 1.59
C 1.76 2.02 3.13
C -2.80 0.54 5.53
C 5.42 0.13 -3.42
C -1.01 1.34 3.55
C 4.11 0.57 -3.50
C 2.96 2.36 2.23
C -1.39 -0.36 -2.22
C 3.70 1.15 1.66
C -1.81 -2.40 -0.80
C -1.52 2.27 4.45
C 2.25 -1.74 2.22
C -0.01 4.55 2.20
C 5.17 -0.26 -1.06
C -1.94 -4.18 0.54
C -2.10 -1.53 -1.96
C 2.78 -2.56 0.01
C -2.41 1.87 5.44
C -0.22 3.35 1.52
C -0.84 5.77 0.30
C -3.13 -1.89 -2.83
H 6.04 0.11 -4.31
H 3.67 2.94 2.82
H -1.08 6.72 -0.17
H -1.24 3.31 4.39
H 3.08 -2.38 -1.01
H -3.73 -2.78 -2.64
H -2.27 -5.15 0.87
H -0.55 -3.34 2.01
H -0.90 2.47 -0.33
H -2.62 -1.43 4.70
H -1.04 -0.75 2.97
H -4.26 -1.42 -4.58
H 1.82 -3.23 3.70
H 3.70 0.90 -4.45
H 1.58 2.83 3.84
H 1.96 1.14 3.74
H -2.99 -4.05 -1.30
H 5.59 -0.59 -0.11
H 2.14 -5.12 2.14
H 4.64 1.47 1.21
H 2.30 0.95 -2.42
H 2.64 3.03 1.43
H -2.80 2.60 6.13
H -1.45 4.60 -1.39
H -1.14 1.32 -3.50
H -3.50 0.24 6.30
H -2.96 0.65 -5.04
H -0.15 6.68 2.12
H 2.73 -4.69 -0.22
H 3.95 0.44 2.45
H 0.42 4.56 3.19
H 6.98 -0.63 -2.15
H 2.14 -0.92 2.93

***

Record 8
6
Properties=species:S:1:pos:R:3 method="wB97M-V/def2-TZVPD" gap_ev=10.146 spin_multiplicity=1 charge=+1 relative_energy_kcal_mol=16.3 e_lumo_ev=-6.912
S -1.66 -0.36 0.08
O -0.58 -1.24 0.23
O 1.92 -0.35 -0.49
O 0.50 0.84 0.63
O -1.41 0.87 -0.55
N 1.23 0.24 0.10

***

Record 9
16
Properties=species:S:1:pos:R:3 method="wB97M-V/def2-TZVPD" gap_ev="8.223 / 8.224" spin_multiplicity=1 charge=0 relative_energy_kcal_mol=116.1 e_lumo_ev="0.086 / 0.086"
Si 0.70 1.10 1.08
O 0.49 -1.07 -2.19
N -0.43 -0.17 0.71
C 2.35 0.16 0.52
C -1.69 0.17 0.06
C -0.41 -1.02 -1.41
C -1.79 -1.03 -0.93
H -2.52 -1.16 -1.71
H 2.15 0.17 -0.51
H 2.49 -0.84 0.90
H -2.02 -1.97 -0.39
H 0.45 2.21 0.19
H -1.62 1.10 -0.41
H 3.24 0.69 0.92
H 1.02 1.65 2.39
H -2.41 0.02 0.78

***

Record 10
38
Properties=species:S:1:pos:R:3 method="wB97M-V/def2-TZVPD" smiles="O=C(O)CNc1ccc2ccc(C(=O)c3ccc(F)c(O)c3)nc2c1" gap_ev=7.616 spin_multiplicity=1 charge=0 relative_energy_kcal_mol=0.0 e_lumo_ev=-0.540
F 4.01 3.81 2.95
O -2.24 3.50 -4.80
O -3.67 1.76 -5.07
O 1.71 -2.01 3.75
O 2.70 2.76 5.04
N -2.25 0.16 -3.30
N 0.29 -0.93 0.65
C -0.96 -0.39 -1.29
C 1.53 -1.29 2.75
C 3.43 2.60 2.82
C -0.03 -3.02 1.72
C -2.61 2.37 -4.47
C 3.49 1.81 1.67
C -1.83 1.60 -3.39
C -2.35 -2.02 -2.34
C 0.60 -1.75 1.66
C -1.82 -0.72 -2.34
C -0.92 -3.45 0.73
C -0.60 -1.30 -0.28
C 2.76 2.04 3.91
C -2.05 -2.95 -1.35
C -1.18 -2.58 -0.31
C 2.21 0.04 2.71
C 2.16 0.82 3.89
C 2.89 0.55 1.60
H -3.93 2.41 -5.77
H -2.43 -3.97 -1.35
H -0.51 0.61 -1.26
H 2.95 0.01 0.68
H -3.09 -2.27 -3.07
H 4.03 2.15 0.80
H -1.93 2.14 -2.45
H -3.13 -0.04 -3.80
H -1.38 -4.45 0.79
H 3.14 3.60 4.93
H 0.13 -3.70 2.54
H -0.80 1.60 -3.73
H 1.65 0.48 4.75

***

Record 11
57
Properties=species:S:1:pos:R:3 method="wB97M-V/def2-TZVPD" gap_ev="5.359 / 5.439" spin_multiplicity=2 charge=+2 e_lumo_ev="-7.973 / -7.907"
Re 0.21 0.58 -0.21
S -1.18 -2.24 -0.65
F -2.75 2.13 0.64
F -0.04 2.74 0.52
F -1.32 4.49 0.33
F -2.00 4.66 -2.58
F -3.71 3.54 -0.71
F 0.32 4.20 -1.04
F -2.65 2.77 -3.41
F -3.55 1.45 -1.25
F -0.55 3.26 -3.38
O 0.82 0.02 7.63
O 1.32 0.35 1.35
O -0.83 0.28 1.60
O -1.33 -0.01 6.81
O -0.90 1.51 -1.46
N 0.78 -2.39 -2.97
N 0.06 -1.13 -1.15
N 1.82 0.71 -1.55
C 0.86 0.08 6.31
C 2.70 1.70 -1.62
C -0.42 -4.13 -4.15
C -1.70 3.38 -2.71
C 1.99 0.16 5.51
C 0.28 0.27 2.22
C 0.90 -1.38 -2.16
C 1.77 0.22 4.14
C -2.53 -4.92 -3.32
C -1.33 -3.24 -2.10
C 3.79 1.65 -2.48
C -0.44 0.07 5.79
C 0.46 0.20 3.62
C -1.56 2.72 -1.31
C 3.96 0.54 -3.28
C 1.97 -0.37 -2.35
C -0.57 -0.04 8.02
C -2.95 2.47 -0.65
C -1.53 -4.96 -4.27
C -0.68 0.12 4.46
C -0.33 -3.28 -3.06
C -0.68 3.62 -0.39
C 3.03 -0.49 -3.22
C -2.44 -4.05 -2.24
H 4.81 0.47 -3.95
H 2.98 0.17 5.93
H -1.60 -5.63 -5.12
H 2.53 2.55 -0.97
H -3.24 -4.01 -1.50
H -0.80 0.84 8.62
H 2.61 0.28 3.47
H 0.36 -4.14 -4.90
H -0.74 -0.97 8.55
H -3.40 -5.56 -3.42
H 1.45 -2.48 -3.73
H 4.49 2.48 -2.50
H 3.17 -1.37 -3.84
H -1.68 0.11 4.04

***

Record 12
5
Properties=species:S:1:pos:R:3 method="wB97M-V/def2-TZVPD" gap_ev=7.652 spin_multiplicity=1 charge=0 relative_energy_kcal_mol=185.0 e_lumo_ev=-2.223
O -2.45 -0.88 -0.17
O -0.13 0.23 -0.21
N -1.78 -0.13 0.21
N 2.18 0.67 0.42
C 1.24 0.29 -0.28

***

What did the twelfth record say?
5
Properties=species:S:1:pos:R:3 method="wB97M-V/def2-TZVPD" gap_ev=7.652 spin_multiplicity=1 charge=0 relative_energy_kcal_mol=185.0 e_lumo_ev=-2.223
O -2.45 -0.88 -0.17
O -0.13 0.23 -0.21
N -1.78 -0.13 0.21
N 2.18 0.67 0.42
C 1.24 0.29 -0.28